A structure of composition C31H77BaN4O11Zn, computed with ωB97M-V with the def2-TZVPD basis set.

Summary:
HOMO-LUMO gap	1.866	eV
electronic energy	-4078.2481	hartree
LUMO energy	-5.520	eV
charge	+1

The geometry in XYZ format:
```
125
Properties=species:S:1:pos:R:3:forces:R:3:lowdin_charge:R:1
Ba 4.185272 -9.577655 -25.923844 0.5 0.3 -1.0 1.97
Zn 1.917736 -7.147226 -27.554683 0.7 -0.9 -2.4 0.90
C 7.296025 -11.078533 -31.538229 0.8 0.5 0.3 -0.10
C 6.625300 -11.787745 -30.355236 -1.7 -0.2 -0.8 -0.56
O 6.826491 -13.062475 -30.121812 0.6 -0.2 0.2 -0.18
H 7.086743 -10.010841 -31.390000 0.2 0.1 -0.1 0.04
H 7.007426 -11.295876 -32.566616 -0.3 -0.6 0.2 0.07
H 8.372720 -11.245697 -31.449397 -0.1 0.2 -0.1 0.04
H 5.518910 -11.664973 -30.603813 -0.3 0.2 0.1 0.11
H 6.697516 -11.103477 -29.480885 0.4 0.2 0.5 0.07
C 0.230196 -7.011825 -31.048840 -0.2 0.8 -0.1 -0.09
C 0.129923 -8.074969 -29.986400 -0.1 -0.7 0.1 -0.41
O 0.663432 -7.674043 -28.761111 0.2 0.4 1.1 -0.42
H -0.419417 -6.150268 -30.868225 -0.4 -0.3 0.1 0.08
H 0.013816 -7.413393 -32.039245 0.0 0.0 0.0 0.08
H 1.210358 -6.533305 -31.056986 0.2 -0.5 -0.1 0.05
H 0.604592 -8.997237 -30.371990 0.5 0.2 0.2 0.10
H -0.891059 -8.436497 -29.803692 -0.2 0.5 -0.2 0.11
C 3.740977 -7.927127 -30.513298 0.3 -0.7 -0.7 -0.04
C 4.529808 -7.967926 -29.224693 -0.8 0.3 0.0 -0.53
C 5.576971 -6.870367 -29.171041 0.9 -0.9 -0.3 -0.04
O 3.697364 -7.970976 -28.057861 -0.7 0.1 1.8 -0.55
H 3.148714 -7.035645 -30.707324 0.1 0.1 0.4 0.07
H 3.105372 -8.808266 -30.628488 -0.2 0.1 0.2 0.08
H 4.470644 -8.026883 -31.324082 -0.1 0.2 -0.1 0.08
H 5.014737 -8.956674 -29.179972 0.3 0.1 -0.2 0.13
H 5.163145 -5.865431 -29.118258 0.0 0.0 0.2 0.10
H 6.224723 -6.938109 -30.051399 -0.4 0.1 -0.3 0.08
H 6.299512 -7.126994 -28.391253 -0.3 0.6 0.5 0.05
C 8.886427 -5.353507 -31.050517 -0.9 -0.3 0.3 -0.13
O 9.311022 -6.265948 -32.032057 0.5 0.4 0.8 -0.19
C 10.328472 -7.164460 -31.571015 0.4 0.5 -1.9 -0.22
C 9.707889 -8.422512 -30.986298 0.5 0.6 0.9 -0.21
N 10.652948 -9.397412 -30.467038 0.0 -0.3 -0.6 -0.05
C 11.463363 -10.085747 -31.464801 0.4 0.3 -0.9 -0.20
C 10.901712 -11.402063 -31.973152 0.6 -0.8 0.5 -0.24
O 11.983310 -12.128575 -32.550680 -0.3 0.2 0.1 -0.19
C 11.546732 -13.372171 -33.047753 0.1 -0.4 -0.2 -0.12
H 9.669015 -4.798273 -30.523113 0.3 0.0 -0.4 0.09
H 8.314588 -5.869050 -30.262601 0.0 0.0 0.0 0.06
H 8.198743 -4.666597 -31.541934 0.1 0.1 0.0 0.09
H 11.105558 -6.671659 -30.969631 -0.6 0.1 0.7 0.13
H 10.889972 -7.294688 -32.503983 -0.1 -0.9 0.1 0.12
H 9.028389 -8.854463 -31.716008 0.0 -0.1 0.1 0.10
H 9.149836 -8.093496 -30.099967 -0.4 -0.1 -0.3 0.10
H 11.275578 -8.954393 -29.806579 -0.1 0.1 0.1 0.10
H 12.468380 -10.200822 -31.057684 -0.1 -0.5 0.1 0.13
H 11.637106 -9.537201 -32.405328 -0.1 0.5 0.4 0.12
H 10.162641 -11.276201 -32.770662 -0.3 0.2 0.3 0.11
H 10.475976 -11.988601 -31.149406 -0.2 0.1 0.0 0.13
H 12.208965 -13.645737 -33.868753 0.0 0.0 0.0 0.09
H 10.513959 -13.353368 -33.411351 0.0 0.2 -0.1 0.09
H 11.580466 -14.174492 -32.301316 0.1 0.2 0.2 0.09
C 6.115305 -8.632576 -34.126589 -0.7 -0.1 0.7 -0.12
O 5.891037 -9.042701 -35.442316 1.1 0.2 -0.4 -0.18
C 4.786890 -8.494190 -36.102511 -1.8 -0.5 0.2 -0.25
C 4.744749 -9.135353 -37.473862 1.3 0.1 0.1 -0.22
N 4.467634 -10.573157 -37.409344 0.0 0.8 0.1 -0.05
C 4.509079 -11.144678 -38.745928 0.4 0.1 -0.1 -0.22
C 5.901698 -11.230412 -39.403180 -1.0 0.3 0.4 -0.22
O 6.773064 -11.903038 -38.512325 0.0 -0.1 -1.0 -0.19
C 6.736960 -13.309246 -38.640350 1.5 -0.1 0.6 -0.11
H 6.026848 -7.549049 -33.980699 -0.1 0.0 -0.2 0.09
H 7.102091 -8.915140 -33.762411 0.1 -0.2 -0.5 0.08
H 5.394759 -9.155493 -33.478679 0.0 0.3 0.2 0.08
H 4.735400 -7.400200 -36.174988 0.7 0.1 0.0 0.12
H 3.865456 -8.766350 -35.557373 0.1 -0.1 0.0 0.12
H 5.786656 -8.972799 -37.803683 -0.2 0.1 -0.4 0.12
H 4.102918 -8.625952 -38.192083 -0.3 0.0 0.2 0.12
H 5.227786 -10.922052 -36.832457 -0.1 -0.5 -0.1 0.10
H 3.853313 -10.531870 -39.370205 -0.1 -0.2 -0.1 0.11
H 4.131318 -12.169305 -38.743996 -0.3 0.1 0.2 0.11
H 6.328019 -10.253692 -39.628914 0.1 0.0 0.2 0.11
H 5.718751 -11.732089 -40.360961 0.5 -0.3 0.0 0.12
H 7.054634 -13.692194 -39.617039 -0.7 0.4 -0.4 0.09
H 5.811248 -13.750227 -38.272928 -0.1 -0.1 -0.2 0.09
H 7.591627 -13.630306 -38.035642 -0.4 -0.2 0.4 0.09
C 5.298878 -4.201535 -20.964196 0.7 0.0 -0.5 -0.09
O 5.444651 -5.148286 -22.019094 -0.3 -0.5 0.6 -0.20
C 4.196784 -5.640183 -22.496445 1.6 0.5 -0.7 -0.20
C 4.443622 -7.001485 -23.159817 -1.5 0.0 0.1 -0.17
N 4.145514 -7.060233 -24.588338 1.0 -0.4 -1.0 -0.19
C 5.029640 -6.218052 -25.409663 0.2 0.3 -0.3 -0.20
C 6.472460 -6.680005 -25.604343 -0.2 -0.5 0.4 -0.19
O 6.522885 -8.075704 -25.960266 0.1 0.3 0.2 -0.39
C 7.860392 -8.453772 -26.351414 -0.3 0.0 0.3 -0.05
H 4.701649 -4.621119 -20.153744 -0.2 0.2 0.0 0.09
H 4.914543 -3.254819 -21.353597 -0.3 -0.1 0.2 0.09
H 6.309789 -4.006631 -20.610558 -0.1 0.0 0.1 0.09
H 3.923678 -4.908431 -23.267464 -0.9 -0.2 0.1 0.12
H 3.455224 -5.722917 -21.700841 0.0 0.2 0.0 0.12
H 3.744243 -7.685693 -22.671490 0.3 -0.3 0.0 0.11
H 5.457113 -7.373218 -23.027823 0.1 0.2 0.3 0.12
H 3.189602 -6.886093 -24.882964 -0.1 0.4 0.7 0.06
H 5.063715 -5.197187 -25.012462 0.1 0.0 -0.1 0.13
H 4.642423 -6.155342 -26.429313 -0.4 -0.1 0.1 0.09
H 7.116484 -6.554775 -24.728547 -0.1 0.2 0.1 0.13
H 6.874558 -6.077014 -26.422506 0.1 0.0 0.0 0.13
H 8.590428 -7.752059 -25.946660 0.0 0.2 -0.2 0.10
H 7.878741 -8.491952 -27.438337 0.4 -0.1 0.0 0.09
H 8.108302 -9.410002 -25.891857 -0.2 -0.2 -0.3 0.09
C 6.937813 -10.007633 -23.250663 0.8 -0.5 0.0 -0.07
O 5.637807 -10.341096 -23.732293 -0.3 0.2 1.1 -0.36
C 4.969114 -11.304476 -22.889792 -0.3 -1.7 -1.8 -0.19
C 3.508172 -10.995613 -22.746810 -2.1 0.7 0.7 -0.19
N 2.672450 -10.994225 -23.975622 1.6 -0.9 -1.8 -0.17
C 2.508499 -12.302027 -24.717117 -1.3 0.2 -0.1 -0.18
C 1.636145 -12.121533 -25.964785 -1.1 1.2 0.5 -0.21
O 2.149008 -11.117236 -26.825374 0.9 -0.1 0.1 -0.40
C 1.343703 -10.782231 -27.945776 -0.1 0.4 -1.1 -0.09
H 7.288410 -9.085388 -23.704878 -0.3 0.1 0.0 0.07
H 7.654117 -10.789790 -23.526012 -0.1 0.0 0.0 0.11
H 6.969671 -9.939310 -22.162732 -0.2 0.2 0.0 0.10
H 5.461481 -11.584830 -21.960375 0.1 0.9 0.3 0.14
H 5.032994 -12.256133 -23.439883 0.0 0.0 0.0 0.13
H 3.356583 -9.999454 -22.318314 0.3 0.1 0.0 0.11
H 2.976134 -11.641249 -22.036809 0.8 -0.4 0.2 0.13
H 1.730301 -10.654694 -23.834621 0.1 0.1 0.5 0.12
H 1.925099 -12.978022 -24.082267 0.3 -0.3 0.0 0.13
H 3.368162 -12.869216 -25.080942 0.7 0.6 0.6 0.13
H 0.657409 -11.698996 -25.689020 -0.2 -0.6 0.3 0.14
H 1.479255 -13.073988 -26.474784 0.2 0.0 -0.1 0.14
H 1.038164 -11.652978 -28.529043 0.1 -0.2 0.2 0.11
H 1.956373 -10.139188 -28.580507 0.1 -0.2 0.0 0.07
H 0.460918 -10.166931 -27.744360 0.0 -0.2 0.6 0.09
```
Positions in Å, forces in eV/Å.